This record from the OMol25 dataset describes a molecular structure, CuH26O17S in a non-equilibrium geometry. The level of theory is wB97M-V/def2-TZVPD.

Calculated values
Multiplicity ... 1
Molar mass ... 393.80 g mol⁻¹
LUMO level ... 2.0728 eV
Energy above the lowest of the compared OMol25 structures with the same formula, charge and spin ... 0.000 eV
Total charge ... -1
Kohn-Sham gap ... 8.260 eV

Last column: natural (NBO) charge in e.
Geometry (Å):
Cu: -0.8986 2.3657 -0.8190  0.909
S: 0.2435 -0.1515 0.0298  2.739
O: 1.5517 0.4520 -0.0097  -1.057
O: 0.1588 -1.5454 -0.4757  -1.050
O: -0.1869 -0.0557 1.4044  -1.086
O: -0.7588 0.6410 -0.6790  -1.160
O: 2.4674 0.9956 -2.2432  -0.993
H: 3.4199 1.1521 -2.2142  0.481
H: 2.1921 0.7268 -1.3534  0.491
O: -0.0913 -2.2741 2.8843  -0.959
H: -0.2894 -1.5379 2.3278  0.484
H: 0.7397 -2.6772 2.5878  0.455
O: -2.7379 2.8762 -0.8549  -0.988
H: -3.0875 2.6072 0.0151  0.513
H: -3.4690 2.7292 -1.4396  0.509
O: -0.3137 -2.9921 -2.5312  -0.966
H: -0.0493 -2.4677 -1.7556  0.478
H: -1.2687 -2.9124 -2.5242  0.460
O: 3.7759 0.0111 1.0683  -0.999
H: 3.4696 -0.0984 1.9791  0.471
H: 2.9349 0.1841 0.5398  0.484
O: 1.2804 1.2382 3.0996  -0.983
H: 0.7889 0.7278 2.4318  0.490
H: 0.7680 2.0367 3.1902  0.457
O: -2.2821 0.3178 2.8157  -0.976
H: -2.6988 -0.5015 2.6023  0.468
H: -1.4476 0.2766 2.3448  0.482
O: -3.1585 -0.3286 0.1674  -1.004
H: -2.3956 0.1165 -0.2457  0.469
H: -2.8366 -1.2524 0.3029  0.497
O: 2.1353 3.2022 0.4905  -0.966
H: 2.5465 3.4938 1.2761  0.467
H: 2.1461 2.2399 0.5181  0.494
O: 1.4251 -3.6389 0.0217  -0.973
H: 1.9846 -3.3573 0.7256  0.451
H: 0.9845 -2.8344 -0.3376  0.482
O: -1.7792 -2.7962 0.3791  -0.983
H: -1.0576 -2.2957 -0.0228  0.477
H: -1.7410 -3.6440 -0.0093  0.472
O: -1.9114 0.2235 -2.9582  -0.987
H: -1.3811 0.3696 -2.1574  0.484
H: -1.3305 -0.1966 -3.6031  0.469
O: 0.4262 2.8297 -2.0571  -1.012
H: 0.5311 3.4988 -2.6576  0.479
H: 1.2010 2.2462 -2.2536  0.528



This record from the OMol25 dataset describes a molecular structure, CuH34O21S in a non-equilibrium geometry. The level of theory is wB97M-V/def2-TZVPD.

Calculated values
Multiplicity ... 1
Molar mass ... 465.86 g mol⁻¹
LUMO level ... 1.7080 eV
Energy above the lowest of the compared OMol25 structures with the same formula, charge and spin ... 0.737 eV
Total charge ... -1
Kohn-Sham gap ... 7.141 eV

Last column: natural (NBO) charge in e.
Geometry (Å):
Cu: 18.1298 -22.5709 24.2944  0.897
S: 17.3218 -22.0191 21.4877  2.761
O: 16.8625 -23.2757 21.0042  -1.048
O: 18.7382 -21.7966 21.0894  -1.073
O: 16.4020 -20.9522 21.0487  -1.067
O: 17.2799 -21.9926 22.9438  -1.149
O: 19.4999 -22.0264 18.6887  -0.977
H: 19.2652 -21.9630 19.6336  0.471
H: 19.6510 -22.9619 18.5956  0.465
O: 20.7732 -23.1812 21.2062  -0.986
H: 20.4156 -23.9651 20.7694  0.464
H: 19.9300 -22.6906 21.2722  0.483
O: 20.2674 -19.6757 20.4164  -0.945
H: 19.9227 -20.5480 20.6722  0.492
H: 21.1937 -19.6935 20.7051  0.460
O: 19.2422 -19.3468 22.9915  -0.959
H: 19.2292 -19.3616 21.9957  0.518
H: 20.1219 -19.1264 23.1205  0.455
O: 14.8884 -24.6915 20.4088  -0.976
H: 14.2012 -24.6728 21.0991  0.463
H: 15.5626 -24.0429 20.6364  0.482
O: 17.0034 -18.6042 20.3003  -0.971
H: 16.1581 -18.2514 19.9005  0.456
H: 16.8089 -19.5266 20.5296  0.479
O: 14.7143 -20.2566 19.3306  -1.010
H: 15.2927 -20.4643 20.1213  0.504
H: 13.8916 -19.7426 19.5872  0.498
O: 14.5700 -19.7970 22.3002  -0.977
H: 15.2847 -20.2813 21.8617  0.480
H: 14.4473 -18.9371 21.8714  0.457
O: 16.6076 -20.1005 24.6032  -0.972
H: 16.9797 -20.7340 23.9539  0.475
H: 15.7145 -20.3851 24.5607  0.466
O: 17.7017 -24.6230 19.0714  -1.001
H: 17.1608 -24.4645 18.3015  0.478
H: 17.3594 -24.0170 19.7595  0.482
O: 17.0962 -23.0784 25.7118  -0.967
H: 16.5070 -23.7288 26.0086  0.488
H: 16.9649 -22.3478 26.3221  0.501
O: 19.2352 -24.1561 23.5264  -1.018
H: 19.9934 -24.0600 22.9632  0.503
H: 18.6450 -24.7656 23.1153  0.510
O: 19.5269 -21.3700 24.7889  -1.006
H: 19.4450 -20.7848 24.0278  0.523
H: 19.4967 -20.9277 25.5984  0.484
O: 16.2617 -22.0167 18.2440  -0.993
H: 15.5898 -21.3413 18.5158  0.487
H: 17.0756 -21.5208 18.1565  0.477
O: 14.9465 -23.0286 23.4497  -0.978
H: 14.8154 -23.1936 24.3779  0.453
H: 15.8682 -22.7193 23.3708  0.486
O: 13.3466 -22.1202 20.7881  -0.973
H: 13.9979 -21.5821 20.3382  0.471
H: 13.7440 -22.4583 21.6040  0.479
O: 17.4316 -25.5739 22.1458  -0.994
H: 17.0536 -24.8335 21.6647  0.503
H: 16.8266 -26.2895 21.9321  0.489



This record from the OMol25 dataset describes a molecular structure, CuI in a non-equilibrium geometry. The level of theory is wB97M-V/def2-TZVPD.

Calculated values
Multiplicity ... 1
Molar mass ... 190.45 g mol⁻¹
LUMO level ... -3.4319 eV
Energy above the lowest of the compared OMol25 structures with the same formula, charge and spin ... 2.530 eV
Kohn-Sham gap ... 4.369 eV

Last column: natural (NBO) charge in e.
Geometry (Å):
Cu: -0.3139 -0.4256 -2.0541  0.661
I: 0.3139 0.4256 2.0541  -0.661



This record from the OMol25 dataset describes a molecular structure, F12H8N6Na5O28S12 in a non-equilibrium geometry. The level of theory is wB97M-V/def2-TZVPD.

Calculated values
Multiplicity ... 1
Molar mass ... 1267.81 g mol⁻¹
LUMO level ... -2.8547 eV
Total charge ... -1
Kohn-Sham gap ... 3.763 eV

Last column: Mulliken charge in e.
Geometry (Å):
Na: -0.0101 -2.7894 0.6026  0.996
Na: -2.0036 1.5731 2.7951  0.905
Na: 0.0629 3.6121 2.4103  0.959
Na: 1.8337 0.2866 5.2004  0.908
Na: 4.0034 0.8753 -1.0592  1.021
N: 2.1197 2.8416 -5.1248  -0.471
S: 1.8640 1.7736 -3.8717  1.077
O: 0.6022 1.1567 -3.6472  -0.185
O: 2.7528 2.0904 -2.7755  -0.644
F: 2.6474 0.5634 -4.5502  -0.330
S: 0.9711 3.8392 -4.9299  1.076
O: 0.9416 4.6344 -3.7202  -0.596
O: -0.3202 3.4455 -5.4136  -0.542
F: 1.5268 4.9169 -6.0105  -0.325
N: -0.2348 1.5053 1.2434  -0.620
S: -0.6563 1.2823 -0.2873  1.390
O: -0.8884 -0.0643 -0.6914  -0.265
O: -0.0516 2.2720 -1.1169  -0.582
F: -2.1327 1.8874 -0.1533  -0.293
S: 1.1311 0.5169 1.1532  0.100
O: 2.2176 0.8484 0.2977  -0.447
O: 0.9126 -0.8589 1.4182  0.391
F: 1.6121 1.0482 2.6499  -0.370
N: -1.0175 -3.1323 2.8465  -0.397
S: -1.8463 -2.2691 3.9548  0.944
O: -1.7150 -0.8304 3.9242  -0.559
O: -2.0164 -2.9575 5.1951  -0.566
F: -3.2745 -2.4869 3.2475  -0.307
S: 0.4261 -3.1364 3.7802  0.791
O: 0.5889 -4.2657 4.6248  -0.501
O: 0.9626 -1.8415 4.1354  -0.287
F: 1.4265 -3.4625 2.5974  -0.133
N: 4.1205 -0.3900 4.9217  -0.395
S: 4.5148 -1.5753 5.8856  1.017
O: 5.9046 -1.8628 6.0814  -0.569
O: 3.5728 -2.6613 5.8497  -0.514
F: 4.1783 -0.8672 7.2965  -0.323
S: 4.8871 -0.9745 3.5041  1.013
O: 4.7454 -2.3524 3.1742  -0.464
O: 6.1383 -0.3011 3.3134  -0.629
F: 3.9288 -0.1673 2.5209  -0.141
N: 1.9834 -3.0146 -0.6857  -0.235
S: 2.1846 -2.3014 -2.0840  0.845
O: 2.7666 -3.0700 -3.1348  -0.589
O: 2.5569 -0.9083 -1.9993  -0.353
F: 0.6496 -2.2634 -2.5280  -0.275
S: 3.6094 -3.2194 -0.3005  0.913
O: 4.2954 -2.0185 0.0779  -0.526
O: 4.3011 -4.2021 -1.0647  -0.610
F: 3.3250 -3.9756 1.0597  -0.245
N: -5.5999 0.6207 -3.7060  -0.347
S: -5.1361 1.8375 -4.7559  0.985
O: -3.7454 1.8390 -5.0957  -0.493
O: -5.8567 3.0631 -4.8256  -0.580
F: -5.7433 1.0509 -6.0224  -0.317
S: -5.4442 1.3634 -2.3412  0.961
O: -6.4047 2.4119 -2.0941  -0.597
O: -4.0890 1.5754 -1.9001  -0.263
F: -5.9322 0.1625 -1.3713  -0.323
O: -2.0852 -0.1079 -3.7464  -0.622
H: -2.1019 0.8425 -3.9158  0.294
H: -1.5705 -0.2085 -2.9436  0.223
O: -3.6350 -0.0382 1.3872  -0.510
H: -4.0088 -0.8945 1.6403  0.224
H: -4.3690 0.4424 0.9651  0.255
O: -3.6567 -1.4305 -1.1598  -0.454
H: -3.5829 -0.9561 -0.3358  0.224
H: -3.3115 -2.3101 -0.9737  0.273
O: -1.0240 4.5859 0.4876  -0.538
H: -1.6391 5.3261 0.4257  0.290
H: -1.1621 4.0757 -0.3314  0.256



This record from the OMol25 dataset describes a molecular structure, F12LiN6O24S12 in a non-equilibrium geometry. The level of theory is wB97M-V/def2-TZVPD.

Calculated values
Multiplicity ... 1
Molar mass ... 1087.74 g mol⁻¹
LUMO level ... 9.2033 eV
Energy above the lowest of the compared OMol25 structures with the same formula, charge and spin ... 0.000 eV
Total charge ... -5
Kohn-Sham gap ... 7.336 eV

Last column: natural (NBO) charge in e.
Geometry (Å):
Li: 0.3585 -0.0738 -0.1893  0.890
N: 2.1237 -0.0792 3.9575  -1.109
S: 1.3628 1.2088 4.4499  2.443
O: 0.1738 1.4574 3.7159  -0.897
O: 2.0778 2.3298 5.0005  -0.967
F: 0.7876 0.5079 5.8138  -0.550
S: 2.5798 0.4055 2.4363  2.463
O: 3.3466 1.5873 2.2751  -0.908
O: 1.6792 -0.0434 1.4364  -0.929
F: 3.7156 -0.7278 2.3680  -0.523
N: -4.0702 1.6645 0.9736  -1.138
S: -2.4298 1.9604 0.9285  2.483
O: -1.6856 0.8287 0.5017  -0.924
O: -1.9087 2.8866 1.8527  -0.896
F: -2.5962 2.7113 -0.4783  -0.514
S: -4.3031 1.2780 2.4681  2.458
O: -4.4088 2.3675 3.4049  -0.980
O: -3.6785 0.0917 2.9435  -0.916
F: -5.8697 0.8336 2.2903  -0.556
N: 1.1054 3.0380 -3.0597  -1.080
S: 0.7443 3.2762 -1.4507  2.417
O: 0.5994 2.0797 -0.6813  -0.922
O: 0.1239 4.4719 -0.9691  -0.916
F: 2.2843 3.6742 -1.1761  -0.529
S: -0.2387 2.2610 -3.4481  2.425
O: -1.4116 3.0912 -3.4237  -0.943
O: -0.3377 0.8773 -3.1619  -0.880
F: 0.0719 2.2061 -5.0548  -0.553
N: -2.8406 -2.8500 -2.8538  -1.151
S: -2.6373 -1.8014 -1.5765  2.456
O: -3.6657 -0.8459 -1.3694  -0.902
O: -1.2939 -1.4915 -1.2038  -0.915
F: -3.0487 -2.9010 -0.4991  -0.514
S: -2.6717 -1.8932 -4.1328  2.455
O: -1.3457 -1.6561 -4.5545  -0.905
O: -3.6574 -0.8623 -4.2320  -0.944
F: -3.2998 -2.9712 -5.1993  -0.563
N: 3.8991 0.3842 -2.8258  -1.107
S: 5.0008 0.6613 -1.6554  2.428
O: 6.3182 0.5747 -2.2355  -0.978
O: 4.7525 0.4322 -0.2731  -0.882
F: 4.7849 2.2614 -1.6420  -0.535
S: 2.9976 -0.7579 -2.2039  2.485
O: 2.0702 -0.4168 -1.1803  -0.934
O: 3.6030 -2.0585 -2.2550  -0.945
F: 2.0798 -0.7968 -3.5320  -0.512
N: 0.2141 -3.4557 3.0796  -1.102
S: -1.0412 -2.5759 2.6827  2.439
O: -2.2797 -3.2371 2.4147  -0.926
O: -0.7050 -1.3560 2.0083  -0.901
F: -1.1315 -1.9362 4.1735  -0.532
S: 0.5981 -4.0277 1.5706  2.417
O: 0.4413 -3.2680 0.3874  -0.865
O: 0.4730 -5.4619 1.5321  -0.978
F: 2.1895 -3.8631 1.8515  -0.538



This record from the OMol25 dataset describes a molecular structure, F18NaP3 in a non-equilibrium geometry. The level of theory is wB97M-V/def2-TZVPD.

Calculated values
Multiplicity ... 1
Molar mass ... 457.88 g mol⁻¹
LUMO level ... 4.3916 eV
Energy above the lowest of the compared OMol25 structures with the same formula, charge and spin ... 0.125 eV
Total charge ... -2
Kohn-Sham gap ... 11.130 eV

Last column: natural (NBO) charge in e.
Geometry (Å):
Na: -0.5671 0.4309 0.4792  0.962
P: 2.4591 -0.1443 1.9243  2.600
F: 2.4388 -1.5980 1.2149  -0.588
F: 0.9169 -0.4461 2.3948  -0.614
F: 3.0066 -0.7147 3.3407  -0.595
F: 2.4975 1.3206 2.5961  -0.592
F: 3.9552 0.0259 1.3357  -0.592
F: 1.7983 0.5237 0.5904  -0.607
P: -0.1561 2.5888 -1.8793  2.594
F: 0.5838 1.1441 -1.9142  -0.592
F: -1.4928 1.7226 -1.6216  -0.602
F: 0.1197 2.7060 -0.2605  -0.608
F: -1.0323 3.9586 -1.8970  -0.595
F: 1.2079 3.4227 -2.0706  -0.587
F: -0.3357 2.4904 -3.4905  -0.597
P: -2.2276 -2.4780 -0.1131  2.599
F: -0.7944 -2.0036 -0.7588  -0.600
F: -2.9489 -2.3295 -1.5120  -0.581
F: -1.9417 -4.0671 -0.5079  -0.605
F: -3.6048 -2.9059 0.6247  -0.594
F: -1.4008 -2.7245 1.2608  -0.590
F: -2.4817 -0.9225 0.2640  -0.616